# 1
200
Properties=species:S:1:pos:R:3 method="wB97M-V/def2-TZVPD" smiles=CC1(C)CCCC(C)(C)N1O.CC1(C)CCCC(C)(C)N1O.CC1(C)CCCC(C)(C)N1O.CC1(C)CCCC(C)(C)N1O.CC1(C)CCCC(C)(C)N1O.CC1(C)CCCC(C)(C)N1O.OCCO.OCCO homo_ev=-8.331 lumo_energy_ev=0.379 relative_energy_kj_mol=318.9
C 1.3111 2.4295 5.0597
C 2.1147 1.7470 3.9971
O 1.9039 0.3738 3.9532
O 1.8053 1.8571 6.2623
H 0.2604 2.2158 5.0082
H 1.4305 3.5021 4.9029
H 3.1858 1.9702 4.1141
H 1.9619 2.1993 3.0264
H 1.7472 0.1419 4.8843
H 1.2948 2.1133 6.9944
C 1.2041 -0.3032 -0.9687
C 0.6572 -0.6905 0.3745
O 0.7785 0.3986 1.2735
O 0.4695 0.8960 -1.4474
H 1.0712 -1.1412 -1.5766
H 2.2138 0.0096 -0.8888
H 1.1898 -1.6230 0.7709
H -0.3872 -0.9485 0.1540
H 1.0741 0.1675 2.1788
H 0.3387 1.3899 -0.6196
C 6.1130 -2.2695 1.3260
C 4.5302 -1.8811 1.2613
C 3.9254 -2.5047 0.0362
C 3.8381 -4.0756 0.0689
C 3.1296 -4.5224 1.3946
C 3.5816 -3.8256 2.6657
N 3.7746 -2.3454 2.4250
O 4.3667 -1.7671 3.6030
C 2.5658 -3.9614 3.8431
C 4.8270 -4.5566 3.1212
C 4.5195 -0.3370 1.2857
H 6.6491 -1.6247 0.5312
H 6.3704 -3.2877 1.1904
H 6.4383 -1.9629 2.3308
H 2.8945 -2.0935 -0.0799
H 4.4743 -2.1040 -0.8118
H 4.7795 -4.5213 -0.1169
H 3.2433 -4.4237 -0.7908
H 3.2268 -5.5687 1.4550
H 2.0278 -4.3338 1.3298
H 1.6017 -3.4701 3.7109
H 2.4723 -4.9954 4.0982
H 3.0508 -3.5039 4.7206
H 5.5941 -4.7794 2.4417
H 5.2705 -4.1267 4.0118
H 4.5183 -5.5502 3.4522
H 5.0709 0.0477 2.1571
H 3.4673 -0.0728 1.5140
H 4.7651 -0.0177 0.2641
H 3.5808 -1.3850 4.0967
C 3.5260 1.3995 -3.0466
C 3.4880 2.3408 -4.2840
C 4.4668 1.9552 -5.4637
C 3.9694 0.8429 -6.3589
C 2.6284 1.0574 -6.9237
C 1.6044 1.4110 -5.7657
N 2.1235 2.4940 -4.9237
O 1.2022 2.8472 -3.9088
C 0.2965 2.0921 -6.4168
C 1.1617 0.0609 -5.0143
C 3.8949 3.7690 -3.8910
H 4.6106 1.3482 -2.8132
H 3.1480 0.4250 -3.2558
H 3.0391 1.7472 -2.1213
H 4.6457 2.8179 -6.0943
H 5.3809 1.6678 -5.0497
H 3.9139 -0.0795 -5.7019
H 4.6884 0.5981 -7.1055
H 2.2541 0.2072 -7.4405
H 2.5592 1.8845 -7.6619
H -0.5071 1.8048 -5.7607
H 0.5211 3.1257 -6.4007
H 0.2456 1.6709 -7.4150
H 2.0022 -0.3496 -4.4862
H 0.4195 0.3219 -4.3070
H 0.8215 -0.6639 -5.7030
H 3.7787 4.3803 -4.7637
H 4.9217 3.8112 -3.6136
H 3.2050 4.0985 -3.0566
H 1.2162 2.0254 -3.4058
C -0.0908 4.1131 1.9989
C 0.5239 4.5251 0.6316
C -0.5867 4.2527 -0.3959
C -0.4113 5.0005 -1.6854
C -0.1190 6.4835 -1.4749
C 1.1200 6.7040 -0.5115
N 0.7537 5.9576 0.6760
O 1.8393 6.1504 1.6862
C 2.3627 6.4045 -1.2395
C 1.0743 8.1289 -0.0557
C 1.8226 3.6502 0.2481
H -0.3231 3.0018 2.0706
H -0.9882 4.7420 2.1710
H 0.5306 4.2011 2.8927
H -0.6772 3.1666 -0.5885
H -1.5958 4.5463 -0.0214
H -1.3344 4.8946 -2.2736
H 0.4139 4.5744 -2.3118
H -0.9662 6.9779 -1.0133
H 0.0495 6.8857 -2.4670
H 2.2810 5.4121 -1.6733
H 2.5199 7.0793 -2.1044
H 3.2180 6.4680 -0.5666
H 1.8925 8.5033 0.5216
H 1.0682 8.7534 -0.9860
H 0.1609 8.2865 0.5464
H 1.8475 2.5856 0.6302
H 2.7345 4.0624 0.7019
H 1.8839 3.5337 -0.8347
H 1.3806 6.7355 2.2660
C -4.1626 0.6648 4.5715
C -3.4562 -0.7126 4.6338
C -2.3956 -0.6884 3.5782
C -1.4361 -1.8834 3.7631
C -0.7475 -1.7001 5.1078
C -1.8179 -1.8600 6.1809
N -2.8193 -0.8139 5.9272
O -3.7766 -0.6125 6.9642
C -2.5238 -3.2886 6.1932
C -1.2389 -1.5622 7.5792
C -4.5189 -1.8252 4.3271
H -3.4019 1.4741 4.6776
H -4.9454 0.7624 5.3552
H -4.7069 0.7687 3.5890
H -2.7710 -0.6288 2.5277
H -1.8912 0.2679 3.7748
H -0.7303 -1.8968 2.9352
H -1.9726 -2.8012 3.6364
H -0.3867 -0.6457 5.1736
H 0.0109 -2.4341 5.2724
H -3.2937 -3.4116 6.9053
H -3.0203 -3.5118 5.2815
H -1.8110 -4.1491 6.3249
H -0.5005 -2.3654 7.8078
H -0.6458 -0.6196 7.4800
H -1.9325 -1.3624 8.4410
H -4.2531 -2.6327 3.6477
H -5.4428 -1.4326 3.8933
H -4.8044 -2.3283 5.2564
H -4.4277 -1.2957 6.9498
C -2.5106 -5.7532 0.2279
C -2.5980 -4.4657 -0.7805
C -1.5029 -3.4541 -0.4891
C -0.1534 -3.8959 -1.0213
C -0.1779 -4.2453 -2.4717
C -1.3613 -5.2479 -2.8388
N -2.5833 -4.6832 -2.2720
O -3.7452 -5.5531 -2.5193
C -1.4362 -5.2428 -4.3482
C -0.8866 -6.6198 -2.3482
C -3.9312 -3.7757 -0.5633
H -1.5679 -6.0240 0.5627
H -2.9790 -6.5241 -0.3317
H -3.1861 -5.5073 1.0447
H -1.7625 -2.5125 -0.9576
H -1.5066 -3.2548 0.5880
H 0.1731 -4.7269 -0.4446
H 0.5649 -3.1435 -0.7841
H 0.7193 -4.7670 -2.9039
H -0.3446 -3.3438 -3.1025
H -2.0554 -6.0199 -4.7586
H -1.8115 -4.3329 -4.7373
H -0.4113 -5.4327 -4.5776
H -1.4806 -7.5113 -2.4919
H -0.0192 -6.8871 -2.9240
H -0.4774 -6.5802 -1.3457
H -4.0690 -3.3069 0.4339
H -4.7440 -4.5150 -0.4972
H -4.0037 -3.0494 -1.3734
H -3.4899 -6.4499 -2.3386
C -3.4845 1.6014 0.7993
C -4.1900 1.4346 -0.5878
C -5.0119 2.6588 -0.8338
C -5.5141 2.7262 -2.3257
C -4.2896 2.8062 -3.1576
C -3.4538 1.5803 -2.9935
N -3.0592 1.4531 -1.5734
O -2.3268 0.2371 -1.4592
C -4.1343 0.4142 -3.6227
C -2.1339 1.7441 -3.8160
C -5.0353 0.1155 -0.4731
H -4.2399 1.8271 1.5517
H -2.8728 2.5295 0.7522
H -2.9122 0.7159 1.0168
H -5.8185 2.5970 -0.0840
H -4.3883 3.5175 -0.4913
H -6.1551 3.6500 -2.4710
H -6.0924 1.9253 -2.6549
H -3.7669 3.7501 -2.8586
H -4.6563 2.8628 -4.2104
H -3.6278 -0.5320 -3.3947
H -5.1634 0.3480 -3.2548
H -4.1490 0.4981 -4.7136
H -1.4371 0.8927 -3.9608
H -2.3202 2.0456 -4.8702
H -1.4476 2.4768 -3.3946
H -5.6786 0.1332 0.3771
H -4.3878 -0.7990 -0.4782
H -5.6452 -0.0261 -1.3737
H -1.3530 0.3899 -1.5083



# 2
21
Properties=species:S:1:pos:R:3 method="wB97M-V/def2-TZVPD" homo_ev=-17.824 charge=+2 lumo_energy_ev=-9.657 relative_energy_kj_mol=122.0
O -2.1109 -0.6138 -1.2055
Lu -2.9474 -0.0811 0.6290
O -2.8090 1.2893 1.8886
C -1.6800 2.0943 1.9024
C -0.4036 1.2676 1.8287
O -0.5459 0.3162 0.7399
C 0.6260 -0.4338 0.5060
H -1.6079 2.6894 2.8325
H -1.6741 2.8152 1.0605
H -0.2392 0.6887 2.7498
H 0.4799 1.8927 1.6365
H 0.6858 -1.3825 1.0690
H 1.5276 0.0879 0.8660
C 0.7410 -0.7337 -0.9433
O 1.9223 -1.1067 -1.2539
C 2.2117 -1.6912 -2.5384
H -1.1990 -1.1849 -1.3730
H 0.1561 -0.4655 -1.8584
H 2.2552 -0.8506 -3.2365
H 3.1732 -2.2044 -2.4302
H 1.4381 -2.3935 -2.8696



# 3
18
Properties=species:S:1:pos:R:3 method="wB97M-V/def2-TZVPD" multiplicity=2 homo_ev="-14.457 / -14.354" charge=+1 lumo_energy_ev="-4.289 / -8.201" relative_energy_kj_mol=146.4
C 0.4761 2.3182 -0.5169
C -0.1391 1.5673 0.7493
C -0.0931 0.1290 0.4796
C 1.0305 -0.3389 -0.1460
C 1.0071 -1.7719 -0.4969
C -0.1947 -2.4361 -0.6106
C -1.2417 -2.1093 0.3718
C -1.2412 -0.7412 0.7112
H 0.1878 3.3323 -0.2558
H 1.5634 2.3256 -0.3780
H 0.0889 2.1024 -1.4769
H 0.6049 1.7985 1.5169
H -1.1967 2.0991 0.8889
H 1.9027 0.3280 -0.2659
H 1.9331 -2.0332 -1.1521
H -0.3490 -3.4279 -1.1056
H -2.0623 -2.8694 0.6523
H -2.2767 -0.2724 1.0349



# 4
112
Properties=species:S:1:pos:R:3 method="wB97M-V/def2-TZVPD" homo_ev=-12.024 charge=+2 lumo_energy_ev=-5.683 relative_energy_kj_mol=0.0
Os -0.3490 -0.5932 0.0390
S -0.7631 -1.6459 2.0747
C -2.0743 -2.3373 1.1714
C -3.1712 -3.1127 1.5196
C -4.0291 -3.4802 0.5023
C -3.7917 -3.0709 -0.8147
C -2.6937 -2.2925 -1.0895
N -1.8597 -1.9564 -0.0942
H -3.3341 -3.4044 2.5473
H -4.8962 -4.0876 0.7252
H -4.4582 -3.3576 -1.6150
H -2.4379 -1.9424 -2.0812
C 2.4461 -1.5862 3.2237
N 3.4267 -1.0905 2.2574
C 4.6676 -0.5714 2.8429
P 3.0191 -0.5438 0.7905
O 1.7235 -1.1316 0.3194
O 2.9470 1.0718 0.8095
P 1.6522 2.0242 0.6245
O 0.4528 1.1505 0.8904
N 1.8680 2.6445 -0.8571
C 2.3321 1.8391 -1.9862
C 1.1112 3.8307 -1.2754
N 1.6608 3.2459 1.6688
C 2.7244 4.2567 1.6372
C 0.9045 3.1965 2.9271
N 4.2431 -0.7989 -0.2543
C 5.2723 0.1692 -0.6375
C 4.6517 -2.1989 -0.4033
H 2.9699 -2.2142 3.9436
H 1.7096 -2.2021 2.7143
H 1.9502 -0.7767 3.7663
H 5.1074 -1.3388 3.4782
H 4.4811 0.3215 3.4444
H 5.3875 -0.3244 2.0637
H 2.9023 0.9755 -1.6525
H 2.9766 2.4513 -2.6186
H 1.4759 1.5011 -2.5763
H 0.6996 4.3482 -0.4120
H 0.2967 3.5385 -1.9413
H 1.7760 4.5113 -1.8082
H 3.2168 4.2659 0.6677
H 3.4663 4.0568 2.4126
H 2.2869 5.2389 1.8147
H 0.1250 2.4407 2.8733
H 0.4401 4.1682 3.0954
H 1.5675 2.9731 3.7656
H 4.9241 1.1869 -0.4950
H 5.5138 0.0269 -1.6921
H 6.1882 0.0218 -0.0590
H 3.8447 -2.8665 -0.1044
H 5.5320 -2.4190 0.2071
H 4.8904 -2.3943 -1.4496
O 0.0889 -1.7443 -1.5955
S 1.4260 -1.9865 -2.3378
C 1.4347 -3.7938 -2.4020
C 1.9281 -4.3724 -1.1065
C 1.1329 -4.3210 0.0356
C 1.6009 -4.8404 1.2334
C 2.8573 -5.4294 1.2932
C 3.6451 -5.5008 0.1523
C 3.1843 -4.9672 -1.0427
C 0.9946 -1.5894 -4.0575
C -0.3412 -2.1008 -4.5030
C -0.4707 -3.3575 -5.0876
C -1.7181 -3.8204 -5.4806
C -2.8422 -3.0264 -5.2992
C -2.7159 -1.7645 -4.7332
C -1.4689 -1.3015 -4.3391
H 2.0776 -4.0705 -3.2402
H 0.4043 -4.0665 -2.6361
H 0.1445 -3.8814 -0.0168
H 0.9756 -4.8017 2.1164
H 3.2141 -5.8524 2.2231
H 4.6141 -5.9809 0.1903
H 3.7991 -5.0311 -1.9337
H 1.8278 -2.0027 -4.6342
H 1.0621 -0.5028 -4.1132
H 0.4059 -3.9715 -5.2596
H -1.8099 -4.7935 -5.9441
H -3.8129 -3.3832 -5.6171
H -3.5880 -1.1337 -4.6167
H -1.3670 -0.3166 -3.8994
Cl -3.1625 5.8607 1.4223
C -2.9585 4.9533 2.8838
C -2.9404 5.6174 4.0982
C -2.7183 4.9081 5.2673
C -2.5150 3.5375 5.2216
C -2.5655 2.8892 4.0012
Cl -2.3055 1.1643 3.9426
C -2.7912 3.5685 2.8003
N -2.7866 2.9099 1.5669
C -3.9605 2.8645 0.7722
C -5.2233 3.0618 1.3195
C -6.3499 2.9936 0.5163
C -6.2341 2.7115 -0.8373
C -4.9763 2.5275 -1.3872
C -3.8365 2.6154 -0.5978
C -2.4643 2.5386 -1.2112
C -1.7216 1.2750 -0.9420
O -0.7459 0.8510 -1.6109
O -2.0174 0.5602 0.0909
H -3.0891 6.6882 4.1139
H -2.6982 5.4253 6.2164
H -2.3370 2.9665 6.1220
H -2.3112 2.0230 1.6062
H -5.3174 3.2767 2.3770
H -7.3262 3.1503 0.9557
H -7.1146 2.6606 -1.4627
H -4.8718 2.3509 -2.4523
H -1.8431 3.3214 -0.7547
H -2.4749 2.7167 -2.2874



no.,electronic energy (hartree)
1,-3366.05977
2,-1732.90306
3,-310.43738
4,-4863.44463